Density functional theory data (ωB97M-V/def2-TZVPD) for a molecular structure, C36H45N8RbSSi2 in a non-equilibrium geometry.

CARTESIAN COORDINATES (ANGSTROEM)
Rb 0.327 -0.477 0.246
C 5.116 -1.218 -0.768
Si 3.856 0.214 -0.447
C 2.661 0.123 -1.942
C 4.819 1.867 -0.731
N 2.942 0.117 0.965
C 3.323 0.119 2.246
C 4.674 0.155 2.646
C 5.070 0.127 3.965
C 4.105 0.074 4.969
C 2.772 0.065 4.628
C 2.317 0.090 3.295
N 1.017 0.100 2.975
Si -0.333 0.161 3.981
C -1.883 0.258 2.862
C -0.620 -1.409 5.072
C -0.484 1.672 5.174
H 5.464 -1.263 -1.797
H 4.636 -2.165 -0.539
H 5.986 -1.139 -0.124
H 3.218 0.237 -2.871
H 1.920 0.922 -1.898
H 2.146 -0.837 -1.979
H 5.340 1.904 -1.684
H 5.543 2.040 0.058
H 4.113 2.693 -0.705
H 5.413 0.200 1.857
H 6.125 0.148 4.219
H 4.408 0.044 6.012
H 2.019 0.034 5.406
H -2.154 -0.731 2.489
H -1.729 0.921 2.011
H -2.735 0.638 3.422
H -0.583 -2.295 4.443
H -1.575 -1.410 5.590
H 0.164 -1.515 5.815
H -0.580 2.590 4.601
H 0.407 1.771 5.785
H -1.341 1.610 5.840
N 2.197 9.951 4.520
C 1.865 9.079 3.829
C 1.459 8.051 2.987
C 0.847 8.333 1.745
C 0.445 7.322 0.912
C 0.625 5.967 1.259
C 1.236 5.686 2.498
C 1.639 6.691 3.334
N 0.203 4.944 0.406
C -0.405 5.093 -0.820
C -0.658 3.836 -1.288
N -0.227 2.911 -0.395
C 0.282 3.594 0.601
H 0.700 9.368 1.460
H -0.019 7.588 -0.027
H 1.393 4.662 2.795
H 2.106 6.454 4.280
H -0.615 6.039 -1.275
H -1.127 3.560 -2.214
H 0.712 3.126 1.460
C -3.951 0.131 -3.223
N -3.582 -1.167 -2.707
C -2.357 -1.704 -3.273
C -3.993 -1.488 -1.450
S -4.933 -0.443 -0.551
N -3.696 -2.712 -0.956
C -3.759 -2.950 0.462
C -3.588 -3.917 -1.740
H -3.936 0.096 -4.313
H -3.264 0.908 -2.869
H -4.951 0.386 -2.878
H -1.761 -0.882 -3.674
H -2.572 -2.399 -4.088
H -1.745 -2.204 -2.512
H -3.544 -2.028 0.999
H -3.003 -3.694 0.715
H -4.751 -3.309 0.761
H -3.915 -3.738 -2.761
H -4.248 -4.676 -1.305
H -2.562 -4.295 -1.729
N 4.580 -9.412 -0.794
C 3.878 -8.509 -0.948
C 3.030 -7.410 -1.110
C 3.536 -6.170 -1.535
C 2.714 -5.076 -1.607
C 1.350 -5.157 -1.249
C 0.848 -6.422 -0.877
C 1.664 -7.519 -0.802
C 0.537 -4.010 -1.232
C -0.193 -3.017 -1.172
H 4.584 -6.088 -1.794
H 3.111 -4.118 -1.913
H -0.201 -6.510 -0.620
H 1.270 -8.481 -0.492

Computed properties:
**Energy above the lowest of the compared OMol25 structures with the same formula, charge and spin**: 0.0000 eV
**Total charge**: -2
**HOMO level**: 0.002 hartree

Density functional theory data (ωB97M-V/def2-TZVPD) for 2 unconnected molecules or ions with the total composition C3H8N3S in a non-equilibrium geometry.

CARTESIAN COORDINATES (ANGSTROEM)
C -0.788 -0.559 -0.169
C 2.422 0.913 0.037
C -1.146 0.196 1.156
N -1.184 -1.809 -0.142
N 2.574 2.029 -0.344
N -0.320 0.018 -1.258
S 2.245 -0.620 0.259
H -1.827 1.022 1.042
H -1.370 -0.695 1.819
H -0.199 0.676 1.482
H -1.382 -2.201 0.763
H -0.958 -2.474 -0.943
H -0.319 -0.445 -2.238
H 2.325 2.914 -0.037
H -0.073 1.035 -1.426

Computed properties:
**Energy above the lowest of the compared OMol25 structures with the same formula, charge and spin**: 0.1383 eV
**Total charge**: +1
**HOMO level**: -0.482 hartree

Density functional theory data (ωB97M-V/def2-TZVPD) for 12 unconnected molecules or ions with the total composition C45H100F8N14O19S8 in a non-equilibrium geometry.

CARTESIAN COORDINATES (ANGSTROEM)
C 4.920 0.500 -2.778
C 3.982 1.287 -1.845
N 4.790 1.907 -0.842
C 5.551 1.243 0.145
C 6.241 2.224 0.942
N 5.951 3.454 0.385
C 5.105 3.262 -0.725
C 6.289 4.713 0.931
H 5.661 -0.043 -2.192
H 5.640 1.139 -3.289
H 4.448 -0.184 -3.484
H 3.352 0.515 -1.404
H 3.439 2.084 -2.354
H 5.445 0.169 0.130
H 6.959 2.222 1.748
H 4.519 4.057 -1.163
H 7.353 4.614 1.148
H 5.835 5.020 1.873
H 6.219 5.452 0.133
C -0.411 3.291 7.635
C -0.324 3.665 6.124
N -0.883 2.591 5.316
C -0.557 1.221 5.260
C -1.380 0.639 4.380
N -2.252 1.605 3.893
C -2.007 2.810 4.520
C -3.363 1.488 2.974
H -0.170 2.239 7.789
H -1.411 3.277 8.068
H 0.264 3.918 8.218
H 0.726 3.627 5.832
H -0.657 4.682 5.918
H 0.175 0.734 5.888
H -1.476 -0.298 3.852
H -2.470 3.783 4.442
H -4.120 2.252 3.154
H -3.742 0.467 3.015
H -2.972 1.517 1.957
C -0.269 -4.219 -0.517
C 1.203 -4.460 -0.892
O 1.821 -5.585 -0.765
N 1.705 -3.439 -1.820
H 1.262 -3.611 -2.711
H 1.529 -2.485 -1.538
C 3.288 -3.430 -1.924
H -0.540 -3.185 -0.730
H -0.387 -4.314 0.562
H -1.021 -4.849 -0.993
H 3.769 -3.921 -1.078
H 3.559 -2.375 -1.869
H 3.579 -3.783 -2.914
C 4.441 -0.323 3.726
C 3.836 -0.328 5.165
O 2.893 -1.044 5.453
N 4.742 0.332 6.238
H 5.620 -0.166 6.248
H 5.069 1.260 6.008
C 4.097 0.390 7.655
H 4.118 -1.159 3.106
H 5.530 -0.291 3.749
H 4.097 0.502 3.101
H 4.499 1.173 8.298
H 4.114 -0.628 8.046
H 3.033 0.571 7.509
C 1.852 3.511 0.841
C 0.754 4.009 1.794
O 0.590 3.468 2.836
N -0.076 5.185 1.273
H 0.356 5.978 1.725
H 0.111 5.235 0.282
C -1.543 5.153 1.700
H 1.467 2.817 0.094
H 2.513 2.787 1.318
H 2.442 4.383 0.559
H -2.013 4.180 1.555
H -1.971 5.863 0.993
H -1.669 5.396 2.756
C -3.118 -4.511 6.698
C -1.974 -5.299 7.438
C -0.983 -6.075 6.508
N 0.221 -5.281 6.042
C 1.029 -4.774 7.260
C -0.140 -4.075 5.036
C 1.229 -3.807 4.421
C 1.870 -5.202 4.229
C 1.087 -6.182 5.140
H -3.763 -4.189 7.516
H -3.607 -5.284 6.105
H -2.843 -3.617 6.138
H -2.439 -6.010 8.121
H -1.328 -4.758 8.129
H -1.606 -6.341 5.654
H -0.568 -7.005 6.897
H 0.435 -3.926 7.600
H 2.044 -4.445 7.039
H 0.941 -5.466 8.098
H -0.504 -3.172 5.526
H -0.924 -4.334 4.325
H 1.812 -3.174 5.090
H 1.169 -3.351 3.433
H 2.957 -5.205 4.312
H 1.808 -5.530 3.192
H 1.678 -6.762 5.850
H 0.450 -6.915 4.644
C 1.725 2.324 -11.281
C 1.257 3.016 -9.976
C 1.171 2.003 -8.827
N 1.401 2.600 -7.381
C 0.468 3.822 -7.241
C 1.144 1.595 -6.296
C 2.012 1.926 -5.113
C 2.939 3.004 -5.618
C 2.833 3.061 -7.153
H 2.254 2.999 -11.954
H 0.868 1.793 -11.697
H 2.454 1.565 -11.000
H 0.324 3.547 -10.161
H 2.077 3.700 -9.758
H 1.939 1.238 -8.938
H 0.222 1.471 -8.766
H -0.433 3.602 -7.813
H 1.103 4.650 -7.555
H 0.331 4.019 -6.178
H 0.110 1.267 -6.191
H 1.527 0.629 -6.624
H 1.530 2.259 -4.193
H 2.689 1.155 -4.743
H 2.597 3.998 -5.331
H 3.945 2.820 -5.241
H 3.104 4.089 -7.393
H 3.566 2.379 -7.584
C -8.935 -2.127 -3.729
C -7.508 -1.569 -3.959
C -6.659 -1.690 -2.651
N -5.478 -0.628 -2.695
C -4.645 -0.720 -3.982
C -4.513 -1.004 -1.521
C -4.170 0.408 -0.916
C -5.410 1.259 -1.112
C -5.948 0.812 -2.498
H -9.436 -1.274 -3.273
H -9.124 -3.091 -3.257
H -9.432 -2.372 -4.668
H -7.607 -0.522 -4.245
H -6.929 -2.023 -4.763
H -6.201 -2.671 -2.522
H -7.190 -1.380 -1.751
H -5.343 -0.216 -4.651
H -4.257 -1.710 -4.221
H -3.891 0.000 -3.663
H -3.663 -1.525 -1.963
H -4.993 -1.668 -0.802
H -3.381 0.842 -1.531
H -3.852 0.327 0.124
H -5.274 2.325 -0.929
H -6.230 1.073 -0.417
H -5.320 1.389 -3.177
H -6.993 0.961 -2.768
N 0.097 5.165 -1.381
S 1.220 5.073 -2.330
O 0.956 5.526 -3.737
O 2.207 4.071 -2.051
F 2.133 6.279 -1.792
S -1.013 4.123 -2.194
O -0.604 3.199 -3.296
O -2.328 4.692 -2.194
F -1.162 3.113 -0.925
N 1.308 -1.018 -0.954
S 0.393 -0.021 -1.554
O 0.795 1.356 -1.568
O -1.037 -0.376 -1.714
F 0.973 -0.208 -3.019
S 1.075 -0.524 0.666
O -0.238 -0.116 1.192
O 2.255 0.042 1.329
F 1.116 -2.042 1.242
N 0.458 -3.569 -4.087
S -0.829 -2.950 -4.646
O -1.762 -3.728 -5.426
O -0.822 -1.537 -4.769
F -1.554 -3.014 -3.178
S 1.366 -3.203 -5.456
O 2.108 -1.963 -5.580
O 0.820 -3.839 -6.654
F 2.541 -4.263 -5.198
N -4.083 -2.009 3.753
S -3.751 -2.717 2.535
O -4.596 -2.689 1.384
O -3.005 -3.919 2.612
F -2.630 -1.687 2.022
S -5.489 -2.893 4.080
O -5.468 -4.336 4.126
O -6.721 -2.278 3.751
F -5.512 -2.521 5.680

Computed properties:
**2S+1**: 2
**Total charge**: +5
**<S²>**: 0.762
**HOMO level (spin up / spin down)**: -0.652 / -0.652 hartree

Density functional theory data (ωB97M-V/def2-TZVPD) for 2 unconnected molecules or ions with the total composition C6H14O2 in a non-equilibrium geometry.

CARTESIAN COORDINATES (ANGSTROEM)
C 0.652 0.653 0.172
C -0.192 0.826 -1.095
C -0.150 0.797 1.464
C -0.871 2.188 -1.190
O 1.709 1.574 0.102
O 1.194 -0.671 0.201
H 2.231 1.512 0.911
H 1.815 -0.969 -0.516
H -0.929 0.022 -1.119
H 0.480 0.697 -1.947
H -0.993 0.114 1.448
H 0.483 0.537 2.311
H -0.481 1.825 1.580
H -1.644 2.297 -0.432
H -0.136 2.980 -1.059
H -1.344 2.299 -2.164
C 0.129 -2.684 0.708
C -0.747 -2.808 -0.279
H -1.808 -2.678 -0.119
H -0.433 -2.995 -1.295
H -0.193 -2.509 1.724
H 1.229 -3.008 0.594

Computed properties:
**SMILES string**: CCC(C)(O)O.C=C
**Energy above the lowest of the compared OMol25 structures with the same formula, charge and spin**: 1.9290 eV
**Total charge**: 0
**HOMO level**: -0.330 hartree

Density functional theory data (ωB97M-V/def2-TZVPD) for a gas-phase ion, C3H4NS (charge +1) in a non-equilibrium geometry.

CARTESIAN COORDINATES (ANGSTROEM)
C -0.971 0.293 -0.092
C 1.086 1.079 0.041
C -0.204 -1.087 0.051
N -0.227 1.287 0.015
S 1.556 -0.583 0.003
H -2.106 0.276 -0.127
H 1.748 1.980 -0.015
H -0.534 -1.460 0.935
H -0.349 -1.784 -0.811

Computed properties:
**Energy above the lowest of the compared OMol25 structures with the same formula, charge and spin**: 0.6535 eV
**Total charge**: +1
**HOMO level**: -0.589 hartree

Density functional theory data (ωB97M-V/def2-TZVPD) for a single C33H40N2O9 molecule.

CARTESIAN COORDINATES (ANGSTROEM)
C 2.894 4.650 0.721
H 3.204 4.153 1.642
H 3.753 5.054 0.191
H 2.193 5.448 0.972
O 2.280 3.720 -0.161
C 1.351 2.917 0.368
O 1.049 2.933 1.532
C 0.792 1.980 -0.683
H 0.911 2.472 -1.653
C -0.706 1.765 -0.433
C -1.269 0.775 -1.469
C -0.474 -0.527 -1.554
C 1.011 -0.256 -1.784
C 1.821 -1.553 -1.810
N 1.796 -2.227 -0.523
C 2.496 -3.500 -0.563
H 1.992 -4.138 -1.293
H 2.377 -3.957 0.423
C 3.999 -3.400 -0.900
C 4.569 -2.173 -0.262
C 3.800 -1.253 0.392
N 4.592 -0.226 0.847
C 5.886 -0.476 0.488
C 7.032 0.275 0.726
C 8.228 -0.220 0.239
C 8.268 -1.435 -0.471
C 7.135 -2.172 -0.705
C 5.914 -1.699 -0.223
H 7.186 -3.102 -1.250
H 9.231 -1.766 -0.825
O 9.442 0.395 0.388
C 9.491 1.610 1.090
H 10.538 1.910 1.090
H 8.894 2.385 0.597
H 9.149 1.493 2.124
H 6.967 1.202 1.274
H 4.273 0.564 1.380
C 2.318 -1.394 0.561
C 1.558 -0.069 0.647
H 0.534 -0.285 0.942
C 1.579 0.659 -0.695
H 2.621 0.891 -0.951
H 1.995 0.553 1.430
H 2.122 -1.947 1.493
H 4.513 -4.294 -0.540
H 4.147 -3.356 -1.984
H 1.393 -2.240 -2.545
H 2.847 -1.305 -2.129
H 1.130 0.238 -2.755
H -0.603 -1.105 -0.641
H -0.872 -1.120 -2.381
H -1.265 1.285 -2.440
O -2.662 0.531 -1.243
C -3.064 -0.039 -0.104
O -2.325 -0.418 0.777
C -4.539 -0.150 -0.031
C -5.370 0.384 -0.999
C -6.755 0.261 -0.899
C -7.317 -0.406 0.203
C -6.459 -0.920 1.201
C -5.087 -0.801 1.071
H -4.409 -1.186 1.814
O -7.060 -1.507 2.278
C -6.243 -2.041 3.293
H -5.628 -1.267 3.762
H -6.930 -2.452 4.032
H -5.598 -2.839 2.913
O -8.685 -0.483 0.295
C -9.278 -1.683 0.751
H -10.290 -1.679 0.344
H -9.324 -1.721 1.841
H -8.741 -2.560 0.382
O -7.422 0.848 -1.927
C -8.815 0.706 -2.103
H -9.036 1.258 -3.017
H -9.376 1.133 -1.271
H -9.101 -0.340 -2.237
H -4.965 0.899 -1.854
O -1.355 3.020 -0.580
C -2.183 3.395 0.495
H -1.616 3.440 1.431
H -2.561 4.386 0.250
H -3.028 2.709 0.618
H -0.858 1.382 0.579

Computed properties:
**SMILES string**: COC(=O)[C@H]1[C@H]2C[C@@H]3c4[nH]c5cc(OC)ccc5c4CCN3C[C@H]2C[C@@H](OC(=O)c2cc(OC)c(OC)c(OC)c2)[C@@H]1OC
**Energy above the lowest of the compared OMol25 structures with the same formula, charge and spin**: 0.0814 eV
**Total charge**: 0
**HOMO level**: -0.270 hartree